No. 1
Entry from the Open Molecules 2025 dataset: a 3-piece molecular cluster, C5H11NO2 overall (the ωB97M-V functional and the def2-TZVPD basis).

The value obtained for the energy above the lowest of the compared OMol25 structures with the same formula, charge and spin is 64.57 kcal/mol. The electronic energy is -402.2752 a.u. For the LUMO energy, the calculation gives 0.793 eV. The value obtained for the HOMO-LUMO gap is 8.42 eV. Its total charge is 0. As for the SMILES: Cc1ccc[nH]1.O.O.

Each line ends with the Mulliken charge.
CARTESIAN COORDINATES (ANGSTROEM)
C -1.638 1.447 -2.277  -1.1481
C -1.418 0.309 -1.404  -0.1528
C -0.316 -0.043 -0.641  0.0919
C -0.766 -1.211 0.086  -0.6897
C -2.126 -1.468 -0.180  -0.4491
N -2.509 -0.628 -1.125  -0.0134
H -0.858 2.183 -2.110  0.2805
H -1.760 1.029 -3.359  0.2486
H -2.570 2.032 -1.978  0.3011
H 0.669 0.298 -0.319  0.4742
H -0.408 -1.656 0.921  0.4470
H -2.760 -2.280 0.109  0.4300
H -3.417 -0.563 -1.509  0.1707
O 0.130 0.699 1.832  -0.6361
H 0.695 -0.018 1.523  0.3381
H 0.406 1.549 1.676  0.3073
O 6.428 0.272 2.383  -0.6344
H 6.239 0.572 3.224  0.3056
H 6.450 -0.728 2.475  0.3288

No. 2
Entry from the Open Molecules 2025 dataset: C5H11NO2 as an isolated structure (the ωB97M-V functional and the def2-TZVPD basis).

The value obtained for the energy above the lowest of the compared OMol25 structures with the same formula, charge and spin is 229.78 kcal/mol. The electronic energy is -402.0120 a.u. For the LUMO energy, the calculation gives -1.088 eV. The value obtained for the HOMO-LUMO gap is 6.19 eV. Its total charge is 0.

Each line ends with the Mulliken charge.
CARTESIAN COORDINATES (ANGSTROEM)
O -2.490 -0.881 -0.050  -0.9369
C 0.827 2.009 -0.291  -0.0621
O 0.434 3.053 -0.759  -0.4802
C 1.006 0.497 -1.121  0.3078
C -0.281 0.863 -0.446  -0.2243
C 0.022 -2.662 1.099  -0.2760
C -0.625 -1.711 1.855  -0.2306
N 1.613 -0.489 -0.569  -0.6492
H 1.592 2.170 0.473  0.4612
H 1.157 0.745 -2.177  0.4341
H -1.223 1.294 -0.764  0.4060
H -0.497 0.022 0.179  -0.4809
H -0.193 -2.814 0.042  0.2955
H 0.706 -3.363 1.569  0.2976
H -0.439 -1.730 2.918  0.2596
H -1.365 -1.111 1.311  0.2761
H 0.556 -1.518 1.164  0.2970
H -3.379 -1.224 -0.170  0.1049
H 2.506 -0.679 -1.020  0.2005

No. 3
Entry from the Open Molecules 2025 dataset: a 3-piece molecular cluster, C5H11NO2 overall (the ωB97M-V functional and the def2-TZVPD basis).

The value obtained for the energy above the lowest of the compared OMol25 structures with the same formula, charge and spin is 55.97 kcal/mol. The electronic energy is -402.2890 a.u. For the LUMO energy, the calculation gives 0.846 eV. The value obtained for the HOMO-LUMO gap is 10.05 eV. Its total charge is 0. As for the SMILES: [H]/N=C/O.CC#CC.O.

Each line ends with the Mulliken charge.
CARTESIAN COORDINATES (ANGSTROEM)
H 1.166 -1.747 -2.043  0.1588
N 0.453 -1.100 -1.749  -0.5581
C 0.529 0.069 -2.200  0.0714
O -0.342 0.997 -1.894  -0.4845
H 1.268 0.445 -2.937  0.4189
H -0.944 0.651 -1.210  0.3205
C -0.977 -0.630 2.392  -1.4125
C -0.072 0.229 1.660  0.6074
C 0.681 0.968 1.088  0.4888
C 1.607 1.862 0.421  -1.4426
H -1.233 -1.499 1.809  0.3022
H -0.510 -0.938 3.322  0.3116
H -1.893 -0.087 2.624  0.2860
H 2.263 1.291 -0.256  0.2745
H 1.067 2.607 -0.160  0.2920
H 2.229 2.373 1.164  0.3412
O -1.904 -1.702 -0.345  -0.6845
H -2.382 -2.238 -0.979  0.2738
H -1.004 -1.550 -0.706  0.4354

No. 4
Entry from the Open Molecules 2025 dataset: a single C5H11NO2 molecule (the ωB97M-V functional and the def2-TZVPD basis).

The value obtained for the energy above the lowest of the compared OMol25 structures with the same formula, charge and spin is 20.94 kcal/mol. The electronic energy is -402.3448 a.u. For the LUMO energy, the calculation gives 0.651 eV. The value obtained for the HOMO-LUMO gap is 10.19 eV. Its total charge is 0. As for the SMILES: CCC[C@@H](N)C(=O)O.

Each line ends with the Mulliken charge.
CARTESIAN COORDINATES (ANGSTROEM)
C -0.636 3.281 -0.479  -1.4195
C -0.903 1.805 -0.869  -0.3325
C -0.487 0.859 0.333  -0.6281
C 0.264 -0.357 -0.262  -0.0104
N 1.631 0.146 -0.521  -0.5293
C 0.028 -1.638 0.524  0.2010
O -0.993 -1.873 1.114  -0.5700
O 0.993 -2.528 0.337  -0.4189
H 0.407 3.503 -0.675  0.3603
H -1.078 3.627 0.450  0.3660
H -1.173 3.910 -1.214  0.3909
H -0.246 1.510 -1.675  0.3572
H -1.986 1.716 -0.946  0.3019
H -1.367 0.529 0.875  0.3618
H 0.144 1.512 0.934  0.3971
H -0.144 -0.588 -1.250  0.3307
H 2.224 -0.050 0.262  0.2384
H 2.038 -0.276 -1.338  0.2546
H 0.823 -3.321 0.821  0.3488

No. 5
Entry from the Open Molecules 2025 dataset: a 2-piece molecular cluster, C5H11NO2 overall (the ωB97M-V functional and the def2-TZVPD basis).

The value obtained for the energy above the lowest of the compared OMol25 structures with the same formula, charge and spin is 106.69 kcal/mol. The electronic energy is -402.2081 a.u. For the LUMO energy, the calculation gives 0.420 eV. The value obtained for the HOMO-LUMO gap is 8.93 eV. Its total charge is 0. As for the SMILES: C/C=C\C.NOC=O.

Each line ends with the Mulliken charge.
CARTESIAN COORDINATES (ANGSTROEM)
C -0.659 1.506 -1.183  -1.3689
C -0.482 0.047 -0.955  0.2506
C -0.861 -0.637 0.186  -0.2944
C -1.819 -0.100 1.219  -1.2376
H -0.714 2.069 -0.252  0.3588
H 0.166 1.907 -1.771  0.3370
H -1.592 1.672 -1.731  0.3316
H -0.093 -0.519 -1.793  0.4033
H -0.882 -1.717 0.095  0.4542
H -1.625 -0.583 2.178  0.3578
H -2.855 -0.316 0.948  0.3330
H -1.716 0.975 1.363  0.2881
N 2.396 -0.901 -0.946  -0.4845
O 1.722 0.138 -0.229  -0.2767
C 1.048 -0.359 1.028  0.2057
O 1.426 -1.396 1.528  -0.5717
H 2.323 -1.727 -0.341  0.2600
H 3.376 -0.625 -0.935  0.2632
H 0.839 0.566 1.587  0.3905

No. 6
Entry from the Open Molecules 2025 dataset: a 2-piece molecular cluster, C5H11NO2 overall (the ωB97M-V functional and the def2-TZVPD basis).

The value obtained for the energy above the lowest of the compared OMol25 structures with the same formula, charge and spin is 154.75 kcal/mol. The electronic energy is -402.1315 a.u. For the LUMO energy, the calculation gives -3.312 eV. The value obtained for the HOMO-LUMO gap is 6.08 eV. Its total charge is 0.

Each line ends with the Mulliken charge.
CARTESIAN COORDINATES (ANGSTROEM)
C 0.952 -1.656 -1.970  0.1593
N -0.169 -0.852 -1.697  -0.3272
C -1.449 1.147 1.142  -1.0987
C -1.332 0.647 -0.293  -0.4969
C -0.015 -0.123 -0.579  0.8569
C 1.269 0.622 -0.235  -1.2562
O 0.542 -1.072 2.065  -0.7078
O 1.966 -1.301 -2.492  -0.4344
H 0.804 -2.726 -1.744  0.3809
H -0.620 1.843 1.275  0.3012
H -1.376 0.455 1.978  0.2921
H 1.214 1.679 -0.504  0.3077
H -2.385 1.684 1.305  0.3715
H -2.156 0.026 -0.607  0.3549
H -1.288 1.553 -0.904  0.2646
H -0.096 -0.932 0.332  0.0618
H 1.266 0.602 0.849  0.4139
H 2.183 0.188 -0.621  0.3734
H 0.690 -1.784 2.700  0.1830

No. 7
Entry from the Open Molecules 2025 dataset: a single C5H11NO2 molecule (the ωB97M-V functional and the def2-TZVPD basis).

The value obtained for the energy above the lowest of the compared OMol25 structures with the same formula, charge and spin is 80.89 kcal/mol. The electronic energy is -402.2492 a.u. For the LUMO energy, the calculation gives 0.673 eV. The value obtained for the HOMO-LUMO gap is 9.79 eV. Its total charge is 0. As for the SMILES: CN[C@@H](C=O)CCO.

Each line ends with the Mulliken charge.
CARTESIAN COORDINATES (ANGSTROEM)
C -2.414 0.746 -0.332  -0.9045
N -0.907 0.659 -0.485  -0.4105
C -0.377 -0.499 0.244  0.2519
C -0.209 -1.784 -0.719  -0.0780
O -1.068 -2.191 -1.501  -0.4931
C 0.952 -0.180 0.999  -0.9343
C 2.106 0.149 0.133  -0.3483
O 2.532 1.418 0.562  -0.6043
H -2.764 0.584 0.673  0.3541
H -2.639 1.781 -0.580  0.3236
H -2.970 0.029 -0.953  0.2830
H -0.798 0.628 -1.547  0.3046
H -1.093 -0.832 1.118  0.3900
H 0.763 -2.210 -0.519  0.3461
H 0.947 0.800 1.560  0.3621
H 1.070 -1.139 1.667  0.3115
H 2.033 0.359 -1.061  0.2065
H 3.028 -0.384 0.245  0.3121
H 1.807 2.067 0.495  0.3277

No. 8
Entry from the Open Molecules 2025 dataset: a single C5H11NO2 molecule (the ωB97M-V functional and the def2-TZVPD basis).

The value obtained for the energy above the lowest of the compared OMol25 structures with the same formula, charge and spin is 73.35 kcal/mol. The electronic energy is -402.2613 a.u. For the LUMO energy, the calculation gives 0.715 eV. The value obtained for the HOMO-LUMO gap is 8.46 eV. Its total charge is 0. As for the SMILES: C[C@@]1(CN)CC1(O)O.

Each line ends with the Mulliken charge.
CARTESIAN COORDINATES (ANGSTROEM)
C -1.352 1.171 -0.723  -1.4393
C -0.566 -0.081 -0.439  1.0380
C -1.057 -0.991 0.642  -0.9705
N -0.418 -0.568 1.904  -0.5992
C 0.538 -0.550 -1.354  -1.2162
C 1.156 0.140 -0.193  0.7271
O 1.591 1.448 -0.371  -0.5479
O 2.031 -0.596 0.604  -0.5335
H -1.159 1.546 -1.734  0.3232
H -1.101 1.987 -0.027  0.2776
H -2.426 0.992 -0.607  0.4323
H -2.146 -0.929 0.744  0.4028
H -0.775 -2.035 0.451  0.3072
H -0.581 0.413 2.107  0.2326
H 0.411 -1.121 2.136  0.2790
H 0.636 -0.014 -2.295  0.3165
H 0.737 -1.622 -1.399  0.3069
H 1.781 1.854 0.489  0.3651
H 2.701 -1.045 0.064  0.2984